No. 1
15
Properties=species:S:1:pos:R:3:forces:R:3 method="wB97M-V/def2-TZVPD" charge=0 energy_ev=-12892.4432 spin_multiplicity=1 fmax_ev_per_a=7.54 orbital_gap_ev=5.4
O 1.74576 2.50766 -1.59073 -5.375 -3.505 3.100
C 0.96489 1.77483 -0.79036 6.171 3.799 2.091
C -0.46001 1.25327 -0.94261 2.266 -2.585 -3.458
N -0.87037 -0.51609 -0.93191 0.834 6.671 1.348
C 0.29670 -1.01920 -0.04334 -0.236 -4.858 -4.240
O 1.38088 -0.67489 -0.59305 -0.659 -0.672 1.866
O -0.03239 -2.36180 0.23913 0.651 2.444 1.446
H 1.53298 1.59104 0.17778 -0.812 -0.140 -0.929
H 0.32153 1.18793 -1.86666 -3.491 -0.704 -1.629
H -1.26787 1.98407 -0.90146 0.107 -0.462 -0.598
H -1.85032 -0.33277 -0.64423 0.618 -1.089 0.827
H 0.12668 -0.39397 0.87428 -1.079 0.620 2.643
H -0.58234 -1.34172 3.36150 0.308 0.093 -0.066
H -0.45125 -2.26261 1.21237 0.429 -0.165 -0.896
O -0.85487 -1.39574 2.43929 0.269 0.554 -1.505

No. 2
17
Properties=species:S:1:pos:R:3:forces:R:3 method="wB97M-V/def2-TZVPD" charge=-2 energy_ev=-31480.5046 spin_multiplicity=1 fmax_ev_per_a=4.45 smiles="O=P([O-])([O-])[P@H]1=NOCCC1" orbital_gap_ev=6.8
C 1.62415 -0.37081 -0.11030 2.807 0.941 -1.237
C 1.65689 0.93096 0.80174 1.550 -1.307 -3.957
C 0.25461 -0.91968 -0.22343 -2.008 -1.867 1.259
N -0.31074 1.90702 -0.03074 1.234 1.891 0.990
O -3.85545 0.55641 -0.26930 -0.422 0.478 0.657
O -2.78387 -1.71003 -0.63766 0.100 0.377 0.424
O -2.31554 -0.54004 1.56965 0.027 0.434 0.907
O 1.21527 2.00292 -0.00672 -0.270 0.258 1.229
P -0.74663 0.58358 -0.77705 -0.365 -2.355 -0.336
P -2.85582 -0.44253 0.19613 -0.508 -1.338 -2.262
H 1.94150 -0.08063 -1.23102 -0.383 -0.252 2.384
H 2.53461 -0.91041 0.27598 -1.034 -0.790 -0.291
H 1.02488 0.66263 1.57243 -1.449 0.228 2.128
H 2.72338 0.96074 1.11779 -0.528 0.973 -0.038
H 0.05328 -1.68159 -1.02732 0.496 0.703 0.497
H -0.24295 -1.41987 0.71647 1.182 1.271 -1.425
H 0.08246 0.47135 -1.93664 -0.428 0.356 -0.930

No. 3
13
Properties=species:S:1:pos:R:3:forces:R:3 method="wB97M-V/def2-TZVPD" charge=0 energy_ev=-17593.8272 spin_multiplicity=1 fmax_ev_per_a=5.46 orbital_gap_ev=7.1
C -3.09569 0.03858 0.02776 -1.116 1.465 -0.720
C 1.75314 -0.69781 0.07522 -0.730 2.113 0.568
C 0.01837 1.20010 0.12025 0.510 1.490 -1.317
N 0.34551 -0.22163 -0.23059 -0.413 -1.291 5.290
O -3.79693 0.87358 -0.32489 0.150 0.420 0.061
S -2.37728 -1.25101 0.44827 0.309 -2.140 0.889
H 2.02543 -1.70947 -0.01818 -0.231 -1.484 -0.974
H 2.29149 0.00630 -0.54668 0.786 -0.347 -0.060
H 1.99377 -0.48444 1.10199 -0.197 0.510 0.436
H 0.63533 1.59693 0.95872 -0.270 -0.997 -0.096
H 0.46556 1.74465 -0.74425 -0.484 0.100 0.267
H 0.25092 -0.38719 -1.16822 -0.958 -0.208 -2.877
H -0.50961 -0.70860 0.30059 2.644 0.370 -1.466

No. 4
13
Properties=species:S:1:pos:R:3:forces:R:3 method="wB97M-V/def2-TZVPD" charge=0 energy_ev=-17595.1923 spin_multiplicity=1 fmax_ev_per_a=7.85 smiles="OCCNC=S" orbital_gap_ev=8.9
C -1.04049 -0.56317 0.56388 -4.799 -0.214 1.763
C 0.22608 -0.61003 0.06252 4.480 4.398 -4.717
C 1.19755 1.49457 -1.06967 0.224 2.338 4.519
H -1.68203 -2.19786 0.98806 -0.490 -0.685 -1.443
H -1.54291 0.22087 0.11431 -1.249 1.796 -1.029
H -1.29515 -0.42889 1.62186 0.892 -0.053 0.194
H 0.10614 -0.84052 -1.03998 0.347 0.093 1.193
H 0.82642 -1.30768 0.47408 2.253 -2.263 1.391
H 1.26656 0.96690 1.06283 -0.195 0.851 -1.991
H 0.93273 1.16974 -2.02993 -0.485 -1.378 -0.918
N 0.89633 0.79592 0.09583 -0.140 -2.568 -0.714
O -1.61571 -1.77252 0.10454 -0.934 -1.336 2.132
S 1.72447 3.07265 -0.94832 0.096 -0.978 -0.378

No. 5
13
Properties=species:S:1:pos:R:3:forces:R:3 method="wB97M-V/def2-TZVPD" charge=0 energy_ev=-17593.0638 spin_multiplicity=1 fmax_ev_per_a=12.26 smiles="CCO/C=N/S" orbital_gap_ev=9.7
C -0.63362 -1.14032 -1.24211 -1.603 0.875 0.236
C 0.30732 -1.14461 0.10753 3.999 -2.230 -11.369
C 0.89708 1.10073 0.19010 3.555 -1.506 0.862
H -1.28295 -0.14571 -1.54592 2.159 -1.848 1.325
H -1.58811 -1.83439 -1.04966 2.580 0.731 -0.863
H 0.07301 -1.30614 -2.18466 -1.813 -0.274 2.160
H 0.79604 -2.15149 0.21206 -0.001 0.582 -1.191
H 0.00624 -1.13779 0.96262 -4.924 1.407 9.490
H 1.81440 1.75922 -0.38733 -3.295 -0.834 1.920
H -1.54538 2.37929 1.96208 -0.670 0.264 0.333
N 0.04179 1.14581 1.15765 1.432 1.798 -1.844
O 1.38024 -0.21015 -0.08145 -1.721 1.556 -0.388
S -0.26605 2.68555 1.89908 0.302 -0.520 -0.671

No. 6
13
Properties=species:S:1:pos:R:3:forces:R:3 method="wB97M-V/def2-TZVPD" charge=0 energy_ev=-17596.2761 spin_multiplicity=1 fmax_ev_per_a=4.21 smiles="NCCC(O)=S" orbital_gap_ev=9.2
C 0.45870 0.49302 0.72029 0.616 -1.248 2.138
C -0.22777 -0.49453 -0.15869 -0.170 0.009 -0.508
C 0.22274 -0.35054 -1.60336 -1.133 -0.037 0.388
H -0.79268 1.71275 1.69958 -1.247 3.194 -0.118
H 0.17923 0.82540 2.65972 -1.139 0.487 -0.289
H 1.36748 0.01860 1.21138 -0.942 0.389 -0.783
H 0.87044 1.27840 0.10556 -0.281 0.742 0.096
H -0.03977 -1.55133 0.13342 -0.037 0.633 -0.053
H -1.35478 -0.36462 -0.09292 1.229 0.053 -0.270
H -0.96043 -1.84417 -1.84320 -0.905 -0.692 1.153
N -0.46501 0.83421 1.85112 2.978 -2.936 0.454
O -0.26239 -1.38131 -2.26194 0.985 -0.224 -2.856
S 1.00424 0.82413 -2.42095 0.047 -0.369 0.648